[1]
Here is a 7-piece molecular cluster, C18H40N4O13 overall at a distorted geometry from OMol25. Energies are from ωB97M-V/def2-TZVPD.

- HOMO-LUMO gap: 0.33659 Eh
- HOMO energy: -8.850 eV
- LUMO energy: 0.31 eV

Each line ends with the Mulliken charge.
Positions of all 75 atoms, in Å:
O 0.9090 -0.0919 25.6323  -0.558
O -5.6411 2.2117 27.0540  -0.672
O -1.9058 2.8722 24.5952  -0.703
O -2.2872 2.8563 19.2990  -0.328
O 0.3041 -0.0317 20.9402  -0.597
O -0.8370 6.0404 29.6451  -0.582
O -0.5536 2.0585 18.2263  -0.340
O 2.8874 -0.6438 24.7423  -0.339
O 1.2704 -2.0807 24.6869  -0.362
O -0.3043 3.8993 19.4651  -0.577
O 0.0917 4.5635 28.2056  -0.230
O 1.3359 6.0840 29.1150  -0.304
O 2.1871 6.7565 23.6644  -0.646
N -0.5248 1.7862 23.2559  0.209
N 2.0603 -1.2051 20.1154  -0.433
N 0.3979 8.0652 23.4102  -0.387
N -4.9072 2.7906 25.0167  -0.124
C 1.6123 -0.8384 25.0162  0.963
C -4.6772 0.5029 25.6191  -0.974
C 0.1011 5.5940 29.0368  0.773
C -0.0596 -2.5005 24.8889  -0.683
C 1.6481 6.9880 30.1742  -0.734
C -0.8215 4.1921 22.9197  -0.327
C -1.0803 2.9383 23.6673  0.587
C 1.1574 7.2293 24.1402  0.569
C -0.9707 3.0133 19.0372  0.958
C 0.8626 6.9100 25.5850  -0.865
C -5.1029 1.9036 25.9969  0.823
C 3.5595 0.5466 25.1397  -0.679
C 2.4670 0.6360 21.6227  -0.667
C -2.9445 1.7675 18.6687  -0.735
C -5.3230 4.1905 24.9323  -0.893
C 1.5120 -0.2142 20.8582  0.636
C -1.1201 4.0975 27.6538  -0.623
C 0.8429 1.9640 17.9506  -0.340
H 2.0879 6.3496 30.9485  0.280
H -0.8478 3.4787 26.8023  0.107
H -5.0079 4.5993 25.8964  0.289
H -1.7559 4.6951 22.6901  0.271
H 3.1022 1.4665 24.7723  0.292
H 3.4536 0.1996 21.7841  0.527
H -3.9832 1.7829 18.9989  0.309
H -3.6759 0.4231 25.1861  0.066
H 0.0113 1.6703 22.4126  -0.152
H -3.0312 2.0228 17.6062  0.331
H 2.1197 0.7778 22.6446  -0.181
H -0.8339 0.9915 23.7915  -0.021
H -0.3252 8.5953 23.8639  0.196
H -4.3099 2.4751 24.2691  0.200
H -0.7245 -1.6579 25.0826  0.234
H 0.8600 7.8876 26.0848  0.396
H -2.6339 0.7239 18.6761  0.271
H 2.4248 7.7078 29.9403  0.235
H 3.6801 0.6199 26.2179  0.321
H 4.5465 0.5648 24.6824  0.262
H -0.0229 4.0854 22.1926  0.375
H 1.4673 -1.9117 19.7132  0.256
H -4.7227 -0.2300 26.4249  0.349
H 1.2709 1.3729 18.7590  -0.090
H -0.0947 -3.0686 25.8246  0.320
H 3.0078 -1.4554 20.3360  0.199
H -0.1324 6.4561 25.5720  0.171
H 1.2796 2.9604 17.9270  0.345
H 0.6454 8.2573 22.4578  0.243
H 0.7426 7.3944 30.6160  0.354
H -1.7108 3.6143 28.4342  0.417
H 1.5200 6.3577 26.2483  0.315
H -4.6629 4.6384 24.1955  0.307
H -5.2740 0.0071 24.8455  0.355
H -0.4463 -3.1728 24.1290  0.284
H -6.3939 4.2644 24.7711  0.287
H -0.4161 4.8416 23.7085  -0.343
H 2.5218 1.5742 21.0670  0.292
H -1.7861 4.8491 27.2164  0.281
H 0.9497 1.4319 17.0104  0.235

---

[2]
Here is an isolated ion of composition C3H7NO2 and charge +1 at a distorted geometry from OMol25. Energies are from ωB97M-V/def2-TZVPD.

- ΔE to the lowest compared entry with this formula, charge and spin: 1.852 eV
- HOMO-LUMO gap (alpha / beta): 0.39713 / 0.21157 Eh
- HOMO energy (alpha / beta): -15.323 / -15.271 eV
- Multiplicity: 2
- LUMO energy (alpha / beta): -4.52 / -9.51 eV
- Net charge: +1

Each line ends with the Mulliken charge.
Positions of all 13 atoms, in Å:
O 0.4347 -1.3683 1.6980  -0.468
O -0.5095 -1.0659 -2.2516  -0.168
N -1.1589 0.6634 -1.1454  -0.351
C 0.5337 -0.0180 1.2277  -0.547
C -0.2759 -0.3052 -1.3260  0.845
C 0.8205 -0.0094 -0.3527  -0.614
H -0.9819 1.3420 -0.3418  0.238
H -0.4200 -1.4161 2.1357  0.311
H 0.9998 1.0858 -0.4809  0.383
H 1.3079 0.4746 1.7539  0.373
H 1.6522 -0.6640 -0.6361  0.360
H -0.3816 0.6006 1.4457  0.369
H -2.0209 0.6805 -1.7265  0.270

---

[3]
Here is a 3-piece molecular cluster, C27H51BBrO9 overall at a distorted geometry from OMol25. Energies are from ωB97M-V/def2-TZVPD.

- HOMO-LUMO gap: 0.25989 Eh
- HOMO energy: -5.080 eV
- LUMO energy: 1.99 eV
- Net charge: -1

Each line ends with the Mulliken charge.
Positions of all 89 atoms, in Å:
Br 6.3698 -4.3089 -1.7771  -0.451
O 3.3015 -0.3502 -0.8585  -0.008
O -0.0691 -1.5125 3.0541  -0.237
O 0.0242 -3.0111 4.7386  -0.572
O -5.4722 4.2667 -0.4876  -0.295
O 6.0472 -1.9352 0.0777  -0.885
O -5.3774 3.1021 1.3196  -0.214
O -0.7207 -0.8924 5.0114  -0.369
O 4.7395 -1.9063 -1.8947  -0.872
O -7.1100 4.5254 1.0509  -0.581
C 4.3889 -3.2656 1.0781  -1.089
C -6.0905 4.0151 0.6642  0.718
C -5.8113 6.6609 -0.8156  -1.096
C -5.8752 2.7873 2.6205  -0.679
C -1.4183 -2.0709 -2.1990  0.721
C -0.4471 -2.8748 -3.0988  -1.119
C -1.1295 0.9030 -0.3271  0.537
C 3.9110 -1.6086 -0.8166  0.743
C -2.4086 0.8791 0.5348  -0.351
C -2.8842 -0.5361 0.9248  -1.051
C 0.5192 -2.4790 2.1769  0.023
C 4.1657 0.7292 -0.5634  -0.856
C -1.4109 1.3462 -1.7801  -1.110
C 5.1615 1.0439 -1.6616  -0.661
C 0.8170 -3.3349 -2.3962  -1.270
C 0.3791 -1.1200 7.1764  -1.131
C -1.0501 0.3502 -2.8760  -0.244
C 4.1669 -4.3244 1.6577  -0.276
C -0.2302 -1.9177 4.3058  0.656
C -6.0901 5.2595 -1.3161  -0.222
C -1.9890 -0.8563 -2.9320  -1.228
C 1.7978 -2.2019 -2.1025  0.520
C 3.5834 2.4758 -3.0088  -1.243
C 4.6999 -1.9722 0.4690  0.417
C 4.5185 1.2678 -3.0228  -0.181
C 2.7111 -2.5739 -0.9359  -1.219
C -0.9227 -1.1538 6.4035  -0.185
B 6.0464 -2.3320 -1.3288  1.453
H 4.1184 3.3135 -2.5730  0.304
H 0.8992 -0.1769 7.0038  0.290
H -6.2115 7.3994 -1.5105  0.358
H 1.3084 -4.0347 -3.0658  0.451
H 6.9235 -1.6642 -1.8622  -0.391
H -1.1454 0.8871 -3.8170  0.427
H 2.0851 -2.4920 -0.0506  -0.213
H -4.7374 6.8200 -0.7102  0.290
H -0.0196 0.0235 -2.8230  -0.016
H -2.4503 1.6282 -1.8916  0.450
H -0.0234 -3.4220 2.2012  0.296
H -1.4429 -2.1028 6.5357  0.327
H -0.2313 -2.3509 -4.0245  0.475
H 2.7138 2.2451 -2.4081  0.209
H 4.1293 -5.2209 2.1949  0.501
H -2.2161 -2.7307 -1.8846  0.632
H -0.8483 -1.7776 -1.3284  -0.738
H 1.5644 -2.6347 2.4404  0.484
H -6.2646 6.8267 0.1607  0.310
H -0.8454 2.2561 -1.9598  0.394
H -5.6568 5.1254 -2.3054  0.296
H -2.9882 -0.5821 -2.6059  0.465
H -0.5779 -0.0238 -0.2573  -0.666
H -2.0537 -1.2208 1.0342  0.033
H -7.1599 5.0670 -1.3973  0.312
H -1.5850 -0.3647 6.7570  0.298
H 2.3893 -2.0236 -2.9920  0.657
H -6.9245 2.5039 2.5808  0.327
H 4.7023 0.6232 0.3790  0.336
H 4.0531 0.3666 -3.4010  0.142
H 4.4406 -1.2488 1.2453  0.372
H -2.2639 1.4293 1.4546  0.435
H -3.3743 -0.4688 1.8901  0.383
H -5.7373 3.6351 3.2901  0.311
H 5.6149 1.9993 -1.3901  0.519
H 0.4670 -2.0696 1.1728  -0.577
H -3.2351 1.3547 0.0196  -0.027
H -0.5022 1.6634 0.1222  0.539
H 5.9757 0.3337 -1.7199  0.039
H 3.3005 2.7921 -4.0044  0.407
H -0.9987 -3.7711 -3.3738  0.386
H 1.2367 -1.3256 -1.8085  -0.463
H -3.6170 -0.9189 0.2267  0.321
H 3.5246 1.5956 -0.4452  0.619
H 1.0434 -1.9226 6.8601  0.320
H 0.5963 -3.8888 -1.4872  0.372
H 5.3355 1.5078 -3.6987  0.388
H -2.0804 -1.1546 -3.9728  0.480
H 3.0271 -3.5962 -1.0934  0.509
H -5.2904 1.9468 2.9832  0.167
H 0.1908 -1.2299 8.2450  0.364

---

[4]
Here is one molecule with the formula C3H6N2 at a distorted geometry from OMol25. Energies are from ωB97M-V/def2-TZVPD.

- ΔE to the lowest compared entry with this formula, charge and spin: 0.684 eV
- HOMO-LUMO gap: 0.34562 Eh
- HOMO energy: -8.376 eV
- LUMO energy: 1.03 eV

Each line ends with the Mulliken charge.
Positions of all 11 atoms, in Å:
N 0.5732 0.9874 0.0060  -0.214
N 0.8323 -1.2754 0.0259  -0.566
C 1.3858 -0.1178 0.0344  -0.059
C -0.5842 -1.0013 -0.0182  -0.393
C -0.8110 0.5617 0.0447  -0.349
H 2.4487 0.0687 0.0332  0.365
H -1.2494 0.8500 1.0150  0.213
H 0.9421 1.9348 -0.2232  0.225
H -1.0109 -1.4437 -0.9305  0.252
H -1.4397 0.9253 -0.7711  0.257
H -1.0866 -1.4898 0.7839  0.270

---

[5]
Here is a 9-piece molecular cluster, C45H48F6O3 overall at a distorted geometry from OMol25. Energies are from ωB97M-V/def2-TZVPD.

- ΔE to the lowest compared entry with this formula, charge and spin: 0.000 eV
- HOMO-LUMO gap (alpha / beta): 0.06647 / 0.24132 Eh
- HOMO energy (alpha / beta): 0.234 / -4.534 eV
- Multiplicity: 2
- LUMO energy (alpha / beta): 2.04 / 2.03 eV
- Net charge: -1

Each line ends with the Mulliken charge.
Positions of all 102 atoms, in Å:
F 1.3064 3.2302 -3.2097  -0.438
F -1.0003 -4.2939 1.8232  -0.337
F -1.3443 2.1432 1.9355  -0.010
F -2.4388 -5.7327 -3.2282  -0.300
F 1.6426 -3.7186 7.5112  -0.318
F -0.7447 4.8610 5.6715  -0.431
O 2.5371 -1.4145 -5.9611  -0.461
O -2.5820 5.4904 -0.0082  -0.658
O 0.6705 -1.1887 -1.3724  -0.588
C 0.2548 3.1127 4.4730  -0.569
C 2.2954 4.8881 3.7384  -0.621
C -2.1612 5.4617 2.3471  -0.840
C -1.7819 5.2705 0.8784  0.878
C -0.9969 -1.3266 6.9402  -0.642
C -3.1361 0.6628 2.1451  -0.171
C -2.3863 1.8707 -3.8199  -0.550
C -2.5176 1.5018 -0.0412  0.742
C 0.7881 -2.8987 6.8205  0.262
C -4.4531 0.1199 0.2099  -0.666
C 3.8017 -0.2991 -4.3305  -0.744
C -2.3006 -4.6791 -5.4100  -0.567
C -0.0633 1.4257 -3.7592  0.003
C 2.3313 3.5399 3.3682  -0.709
C -0.4920 -2.8190 -4.3317  -0.418
C 1.4346 -4.2104 1.8042  0.107
C 0.9467 -0.2838 -0.5754  0.583
C 1.3181 2.6769 3.7153  -0.173
C 0.1202 2.7546 -3.4360  0.337
C 0.2162 -5.6307 0.2691  -0.325
C 1.1914 5.3986 4.4864  -0.524
C -0.9364 -2.6613 -5.6752  -0.503
C -0.1960 -2.2515 7.5771  -0.403
C -3.6130 0.8598 -0.6172  -0.540
C 0.9673 -2.5953 5.4806  -0.622
C -2.3016 1.4059 1.3537  -0.475
C 4.8883 -1.2277 -6.5948  -1.302
C 2.5978 -5.8608 0.5211  -0.201
C -2.1951 3.2348 -3.5703  -0.495
C -1.8711 -3.5857 -6.1745  -0.409
C 1.6781 0.9986 -0.9951  -0.267
C 2.6386 -4.9253 1.5218  -0.892
C 3.6409 -0.9835 -5.7134  0.706
C -1.0090 -3.8441 -3.4846  -0.657
C -0.9230 3.6723 -3.3068  -0.357
C 1.3906 -6.2399 -0.1581  -0.649
C -1.3693 0.9457 -3.8682  -0.353
C 0.2705 4.4324 4.8767  0.208
C -0.8174 -1.0197 5.5776  -0.118
C 0.1257 -1.6598 4.8510  0.198
C -4.2755 0.0007 1.6276  -0.833
C 0.5401 -0.3110 0.8678  -0.454
C 0.2342 -4.7012 1.2837  0.287
C -0.3978 4.7745 0.7143  0.088
C -1.9662 -4.7319 -4.0448  0.504
H -3.8944 0.9150 -1.6584  0.307
H 2.4446 1.3340 -0.2964  0.622
H 0.3386 -1.2640 3.8689  0.219
H -3.4124 1.5434 -3.8999  0.408
H 3.1790 0.5952 -4.3074  0.160
H -1.6960 -0.7692 7.5458  0.350
H 1.1028 6.4470 4.7303  0.476
H 1.8159 -3.0739 5.0146  0.418
H -0.5953 2.5001 4.7347  0.507
H -3.0805 3.8530 -3.5895  0.380
H -2.2692 -3.4952 -7.1743  0.338
H -0.7520 4.7195 -3.1053  0.406
H -2.8437 0.6694 3.1847  0.342
H -1.5161 -0.2947 5.1867  0.294
H -0.1695 4.1643 -0.1596  -0.395
H 0.1700 5.7028 0.6525  0.553
H -0.7348 -3.8577 -2.4400  0.681
H -2.1695 4.4569 2.7694  0.092
H 0.1736 -2.0686 -3.9311  0.557
H -0.2194 -2.3560 8.6517  0.394
H 0.3334 0.6574 1.3234  -0.302
H -3.1350 5.9289 2.4937  0.363
H 5.6123 -1.9244 -6.1724  0.313
H 1.4290 1.6897 3.2917  0.357
H -0.6888 -5.9617 -0.2184  0.487
H 3.6040 -4.7333 1.9663  0.407
H -0.5874 -1.7522 -6.1421  0.441
H 3.6483 -0.9638 -3.4804  0.298
H -0.3636 -0.9121 0.9684  0.405
H -1.4281 -0.1048 -4.1119  0.189
H -3.0171 -5.3264 -5.8939  0.364
H 1.4031 -6.9370 -0.9829  0.416
H 2.9990 3.0182 2.6986  0.310
H 0.0271 4.2524 1.5716  -0.353
H -1.3946 6.0621 2.8371  0.318
H 3.5482 -6.2853 0.2327  0.352
H 2.0853 0.9367 -2.0043  -0.195
H 1.3786 -0.7542 1.4051  0.421
H 4.6854 -1.5979 -7.5997  0.348
H 5.4517 -0.3151 -6.7893  0.353
H -4.8626 -0.7154 2.1834  0.391
H 4.8597 -0.0461 -4.2613  0.363
H 0.9672 1.8179 -0.8881  -0.281
H 3.0207 5.5097 3.2345  0.282
H 1.4772 -3.4299 2.5495  0.345
H -1.9035 2.0654 -0.7280  0.397
H 0.7892 0.7632 -3.7851  0.431
H -5.3674 -0.3027 -0.1799  0.359

---

[6]
Here is one molecule with the formula C6H9NO2 at a distorted geometry from OMol25. Energies are from ωB97M-V/def2-TZVPD.

- ΔE to the lowest compared entry with this formula, charge and spin: 2.885 eV
- HOMO-LUMO gap: 0.34819 Eh
- HOMO energy: -8.918 eV
- LUMO energy: 0.56 eV

Each line ends with the Mulliken charge.
Positions of all 18 atoms, in Å:
O -2.0673 -1.6461 0.1961  -0.535
O -1.6258 1.5270 -0.6915  -0.517
N 2.3611 -0.0404 -0.1605  -0.406
C 0.2369 0.4825 0.6237  -0.002
C 0.1961 -0.5818 -0.4114  0.070
C 1.5431 1.1428 0.2526  -0.688
C -1.2693 0.7114 0.4214  0.202
C -1.3066 -0.7670 0.0059  0.021
C 1.5334 -1.2543 -0.2921  -0.741
H -1.8112 0.9880 1.3541  0.381
H 2.1030 1.6714 1.0348  0.278
H 1.6387 -1.8229 0.6202  0.336
H 1.4155 1.8251 -0.6237  0.261
H -1.4406 2.4184 -0.3833  0.340
H 0.3905 -0.0198 1.5960  0.224
H 0.2088 -0.1055 -1.4149  0.235
H 1.7924 -1.8633 -1.1656  0.273
H 3.1191 -0.2571 0.4673  0.269

---

[7]
Here is a 11-piece molecular cluster, C4H32N2O10 overall at a distorted geometry from OMol25. Energies are from ωB97M-V/def2-TZVPD.

- ΔE to the lowest compared entry with this formula, charge and spin: 1.820 eV
- HOMO-LUMO gap: 0.35386 Eh
- HOMO energy: -9.490 eV
- LUMO energy: 0.14 eV

Each line ends with the Mulliken charge.
Positions of all 48 atoms, in Å:
O -2.2423 -0.6326 -2.6040  -0.695
O 0.5082 3.5735 1.3963  -0.691
O 1.5268 1.3511 -3.7110  -0.647
O -0.3372 0.9872 -0.4860  0.211
O -3.2640 -0.4508 0.5969  -0.592
O -0.8298 -0.1141 2.6704  -0.556
O 0.8347 3.3182 -1.3489  -0.549
O -1.1429 2.4563 -2.7265  -0.592
O -2.7147 2.4716 1.8414  -0.661
O 0.3765 -1.6056 -2.7363  -0.607
N 2.3406 0.4184 1.7410  -0.514
N -1.0685 -2.7882 1.6588  -0.556
C 2.1976 -1.7914 0.2730  0.830
C 1.3161 -2.7710 1.0842  -0.987
C -0.1274 -2.7946 0.5479  0.468
C 3.0290 -0.7086 1.0486  -1.127
H -0.6735 0.1971 -0.0252  -0.129
H 3.0430 -2.2090 -0.2603  0.442
H 1.0527 2.8316 1.6898  0.340
H -0.3867 -0.8790 2.2950  0.301
H 0.2885 3.2603 0.4964  0.325
H 3.6228 -1.1764 1.8235  0.442
H 1.3400 -2.4829 2.1517  0.440
H 1.7552 2.1999 -3.3358  0.294
H -2.0186 -3.1144 1.5523  0.233
H -3.0864 -1.3379 0.9196  0.258
H 3.6187 -0.2493 0.2530  0.401
H 1.6271 3.7356 -0.9808  0.292
H -0.1391 -2.3559 -2.4224  0.299
H 0.5790 1.2527 -3.5940  0.283
H 0.2372 3.9816 -1.6897  0.287
H -3.1146 0.2139 1.2737  0.296
H 1.3938 -1.1919 -0.2181  -0.723
H 1.8360 -3.7116 1.2538  0.432
H -0.2992 -0.9300 -2.8225  0.285
H -1.9958 3.1197 1.7767  0.385
H -3.0831 -0.2240 -2.8360  0.287
H -2.0010 -0.2709 -1.7397  0.266
H -1.1750 -0.4088 3.5157  0.233
H -0.2827 -3.7207 -0.0902  0.349
H -2.3070 1.7989 1.2716  0.209
H -0.2487 -1.8428 0.0334  -0.548
H 2.0812 0.1524 2.6837  0.250
H -1.7111 1.9415 -3.3277  0.275
H 0.5678 0.6274 -0.5189  0.105
H -0.6928 -3.4627 2.3286  0.169
H 1.4690 0.6973 1.2622  0.204
H -1.6994 2.6388 -1.9652  0.282

---

Which formula does entry 4 have?
C3H6N2